Entry 1:
Formula: C20H10Cl2MnN7O2
Source: the OMol25 dataset
Level of theory: ωB97M-V/def2-TZVPD

Geometry (Å):
Mn -0.456 -0.013 0.074
Cl 2.209 -6.215 1.726
Cl 1.402 -6.579 -1.337
O 0.112 -2.255 -3.513
O 2.108 -1.413 3.115
N -2.152 5.128 1.335
N 0.058 -1.586 -1.280
N -3.161 2.916 1.828
N -2.297 0.878 0.767
N 0.634 1.370 1.486
N 0.763 -1.280 1.219
N -0.922 0.800 -2.003
C -0.947 0.199 -4.306
C -0.685 -0.090 -2.975
C 0.576 -2.728 -0.663
C 1.444 -3.650 1.412
C -0.113 -1.465 -2.594
C 0.753 3.356 2.800
C 0.424 2.678 1.642
C 1.399 -0.826 2.295
C 1.232 -5.044 -0.534
C -1.432 1.990 -2.314
C 1.183 0.674 2.490
C -2.676 1.865 1.265
C -1.715 2.357 -3.618
C 1.560 1.282 3.679
C -1.464 1.440 -4.630
C 0.943 -2.567 0.705
C 0.734 -3.970 -1.264
C -2.602 4.081 1.552
C 1.582 -4.888 0.792
C 1.337 2.638 3.836
H -0.734 -0.564 -5.041
H 0.480 -4.097 -2.304
H -1.676 1.693 -5.661
H -0.037 3.204 0.814
H -2.125 3.335 -3.826
H 1.605 3.133 4.760
H 1.741 -3.525 2.441
H -1.628 2.661 -1.486
H 2.011 0.665 4.442
H 0.533 4.411 2.877

Computed properties:
DFT total energy	-91799.005	eV
max |F|	0.32	eV/A
net charge	-1
expectation value of S²	8.755
highest occupied orbital energy (alpha / beta)	-0.176 / -0.180	Ha
spin multiplicity	6
energy relative to the best compared isomer or geometry (same formula, charge and spin)	0.0	kJ/mol
gap between HOMO and LUMO (alpha / beta)	7.27 / 7.31	eV

For each atom in turn, the Löwdin charge in e is: number 1, Mn, carries 0.8908; number 2, Cl, carries 0.6243; number 3, Cl, carries 0.6231; number 4, O, carries 0.0123; number 5, O, carries 0.0161; number 6, N, carries 0.0746; number 7, N, carries 0.0114; number 8, N, carries 0.0580; number 9, N, carries 0.0659; number 10, N, carries 0.0387; number 11, N, carries 0.0035; number 12, N, carries 0.0395; number 13, C, carries -0.0029; number 14, C, carries -0.1670; number 15, C, carries -0.1992; number 16, C, carries -0.0443; number 17, C, carries -0.4777; number 18, C, carries -0.0541; number 19, C, carries -0.1387; number 20, C, carries -0.4782; number 21, C, carries -0.6903; number 22, C, carries -0.1217; number 23, C, carries -0.1726; number 24, C, carries -0.3833; number 25, C, carries -0.0602; number 26, C, carries -0.0005; number 27, C, carries -0.0591; number 28, C, carries -0.2010; number 29, C, carries -0.0445; number 30, C, carries -0.4470; number 31, C, carries -0.6906; number 32, C, carries -0.0520; number 33, H, carries 0.1137; number 34, H, carries 0.0931; number 35, H, carries 0.1044; number 36, H, carries 0.0969; number 37, H, carries 0.1022; number 38, H, carries 0.1050; number 39, H, carries 0.0953; number 40, H, carries 0.1003; number 41, H, carries 0.1142; number 42, H, carries 0.1018

***

Entry 2:
Formula: C3H16O5
Source: the OMol25 dataset
Level of theory: ωB97M-V/def2-TZVPD

Geometry (Å):
O 3.767 -1.286 -0.046
O -3.609 1.045 -0.863
O -0.854 1.172 -2.542
O -1.782 -3.231 0.514
O 0.466 -0.151 1.987
C -0.209 -0.114 0.772
C 1.775 1.626 0.659
C 0.649 0.939 -0.097
H 2.767 1.743 0.143
H 1.310 2.606 0.829
H -0.019 -1.072 0.265
H -0.897 -3.513 0.804
H -1.350 1.723 -3.026
H -3.505 0.103 -0.649
H 2.788 -0.993 0.035
H 0.013 1.734 -2.709
H 4.097 -0.440 -0.033
H -1.875 -2.481 1.005
H 1.098 0.485 -0.922
H -2.930 1.573 -0.566
H -1.196 -0.154 1.003
H 2.148 1.213 1.703
H 0.039 1.676 -0.728
H 0.325 0.704 2.436

Computed properties:
DFT total energy	-13604.876	eV
max |F|	6.09	eV/A
net charge	0
highest occupied orbital energy	-0.393	Ha
energy relative to the best compared isomer or geometry (same formula, charge and spin)	350.6	kJ/mol
gap between HOMO and LUMO	10.97	eV

For each atom in turn, the Löwdin charge in e is: number 1, O, carries -0.0450; number 2, O, carries -0.0264; number 3, O, carries -0.0505; number 4, O, carries -0.0172; number 5, O, carries -0.1179; number 6, C, carries -0.2242; number 7, C, carries -0.1356; number 8, C, carries -0.2215; number 9, H, carries 0.0782; number 10, H, carries 0.0658; number 11, H, carries 0.1090; number 12, H, carries 0.0581; number 13, H, carries -0.0385; number 14, H, carries 0.0501; number 15, H, carries 0.0709; number 16, H, carries 0.1216; number 17, H, carries -0.0351; number 18, H, carries -0.0445; number 19, H, carries 0.0567; number 20, H, carries -0.0272; number 21, H, carries 0.0680; number 22, H, carries 0.1151; number 23, H, carries 0.0910; number 24, H, carries 0.0989

***

Entry 3:
Formula: C6H5NO
Source: the OMol25 dataset
Level of theory: ωB97M-V/def2-TZVPD

Geometry (Å):
O 0.642 0.732 2.251
N 1.770 2.559 -2.208
C 0.987 1.150 1.083
C 1.246 1.646 -1.805
C -0.390 -0.210 2.070
C 0.418 0.615 -1.307
C 0.159 0.533 0.078
C -0.705 -0.334 0.809
H -2.276 0.208 -2.022
H -0.747 -0.499 3.039
H 1.847 1.935 0.976
H -1.469 -0.907 0.213
H 0.280 -0.277 -1.889

Computed properties:
DFT total energy	-9834.899	eV
max |F|	4.02	eV/A
net charge	0
highest occupied orbital energy (alpha / beta)	-0.353 / -0.295	Ha
energy relative to the best compared isomer or geometry (same formula, charge and spin)	415.7	kJ/mol
gap between HOMO and LUMO (alpha / beta)	8.49 / 7.36	eV

For each atom in turn, the Löwdin charge in e is: number 1, O, carries 0.0191; number 2, N, carries 0.1556; number 3, C, carries -0.0758; number 4, C, carries -0.2678; number 5, C, carries -0.0727; number 6, C, carries -0.0773; number 7, C, carries -0.2529; number 8, C, carries -0.0487; number 9, H, carries 0.1019; number 10, H, carries 0.1263; number 11, H, carries 0.1788; number 12, H, carries 0.1263; number 13, H, carries 0.0871

***

Entry 4:
Formula: C22H28N2O3
Source: the OMol25 dataset
Level of theory: ωB97M-V/def2-TZVPD

Geometry (Å):
O 0.282 1.603 2.958
O 3.316 -0.324 -3.800
O 2.667 -0.810 1.785
N -1.637 -0.916 0.151
N 0.407 -0.870 1.958
C -1.676 2.452 1.994
C 3.979 -1.250 -4.625
C 1.615 -0.302 2.108
C -0.600 -1.929 -0.038
C -0.316 3.204 -0.315
C -2.342 3.062 0.946
C -0.300 2.207 1.870
C 1.957 -2.109 -2.834
C -3.483 -1.556 -1.262
C 0.372 2.586 0.718
C 1.776 0.171 -2.111
C 0.178 -2.121 1.289
C 0.809 -0.191 -1.201
C 0.397 -1.514 -1.090
C -2.382 2.056 3.254
C 0.981 -2.460 -1.916
C 2.368 -0.786 -2.936
C -2.726 -1.328 1.027
C -1.673 3.437 -0.208
C -2.336 -0.540 -1.069
C -3.744 -2.091 0.153
C 1.569 1.046 2.847
H 3.286 -1.745 -5.314
H -1.022 -2.911 -0.319
H 2.388 -2.877 -3.457
H -1.972 2.607 4.099
H -3.447 2.263 3.182
H -3.565 -3.165 0.207
H 1.889 0.857 3.877
H 1.430 2.405 0.609
H -2.238 0.997 3.461
H -3.169 -2.356 -1.932
H -4.361 -1.079 -1.692
H 2.101 1.196 -2.201
H -2.210 3.910 -1.016
H 1.155 -2.563 1.079
H -0.415 -0.316 2.149
H 2.295 1.729 2.395
H 0.347 0.554 -0.574
H -2.744 0.462 -0.907
H -0.370 -2.789 1.963
H -1.659 -0.505 -1.919
H 4.701 -0.670 -5.198
H -2.374 -1.920 1.869
H -3.403 3.246 1.035
H -3.188 -0.413 1.412
H 0.218 3.492 -1.207
H 0.677 -3.495 -1.846
H 4.509 -2.006 -4.036
H -4.763 -1.904 0.486

Computed properties:
DFT total energy	-32391.181	eV
max |F|	0.48	eV/A
net charge	0
highest occupied orbital energy	-0.301	Ha
energy relative to the best compared isomer or geometry (same formula, charge and spin)	238.3	kJ/mol
gap between HOMO and LUMO	8.98	eV

For each atom in turn, the Löwdin charge in e is: number 1, O, carries -0.0557; number 2, O, carries -0.0854; number 3, O, carries 0.0682; number 4, N, carries -0.1334; number 5, N, carries 0.1004; number 6, C, carries -0.2099; number 7, C, carries -0.0942; number 8, C, carries -0.4749; number 9, C, carries -0.2492; number 10, C, carries -0.0864; number 11, C, carries -0.0500; number 12, C, carries -0.2296; number 13, C, carries -0.0152; number 14, C, carries -0.1523; number 15, C, carries -0.0321; number 16, C, carries 0.0207; number 17, C, carries -0.1049; number 18, C, carries -0.0288; number 19, C, carries -0.2041; number 20, C, carries -0.0331; number 21, C, carries -0.0242; number 22, C, carries -0.2722; number 23, C, carries -0.1782; number 24, C, carries -0.0929; number 25, C, carries -0.1672; number 26, C, carries -0.1573; number 27, C, carries -0.0852; number 28, H, carries 0.0939; number 29, H, carries 0.1495; number 30, H, carries 0.1012; number 31, H, carries 0.0882; number 32, H, carries 0.0791; number 33, H, carries 0.0994; number 34, H, carries 0.1438; number 35, H, carries 0.1128; number 36, H, carries 0.0744; number 37, H, carries 0.1019; number 38, H, carries 0.1021; number 39, H, carries 0.1166; number 40, H, carries 0.1008; number 41, H, carries 0.1304; number 42, H, carries 0.1221; number 43, H, carries 0.1291; number 44, H, carries 0.0872; number 45, H, carries 0.1148; number 46, H, carries 0.1172; number 47, H, carries 0.1161; number 48, H, carries 0.0917; number 49, H, carries 0.1118; number 50, H, carries 0.1107; number 51, H, carries 0.1126; number 52, H, carries 0.1062; number 53, H, carries 0.1156; number 54, H, carries 0.0958; number 55, H, carries 0.1021

***

Entry 5:
Formula: C5H9N
Source: the OMol25 dataset
Level of theory: ωB97M-V/def2-TZVPD

Geometry (Å):
N 1.134 -0.541 0.187
C -0.660 1.090 0.265
C -0.001 2.204 -0.484
C 1.337 -1.976 0.054
C -1.380 -0.746 0.260
C -0.059 -0.170 0.395
H -2.071 -0.491 1.047
H -0.073 2.093 -1.575
H -1.437 1.403 0.949
H -1.816 -1.120 -0.654
H 2.237 -2.202 -0.515
H -0.332 3.190 -0.195
H 1.083 2.106 -0.328
H 0.497 -2.445 -0.447
H 1.541 -2.395 1.040

Computed properties:
DFT total energy	-6817.517	eV
max |F|	2.42	eV/A
net charge	0
highest occupied orbital energy	-0.303	Ha
energy relative to the best compared isomer or geometry (same formula, charge and spin)	335.6	kJ/mol
gap between HOMO and LUMO	8.87	eV

For each atom in turn, the Löwdin charge in e is: number 1, N, carries 0.0217; number 2, C, carries -0.1188; number 3, C, carries -0.0731; number 4, C, carries -0.1352; number 5, C, carries 0.1176; number 6, C, carries -0.4848; number 7, H, carries 0.0640; number 8, H, carries 0.0849; number 9, H, carries 0.0993; number 10, H, carries 0.0771; number 11, H, carries 0.0640; number 12, H, carries 0.0680; number 13, H, carries 0.0790; number 14, H, carries 0.0603; number 15, H, carries 0.0761

***

Entry 6:
Formula: C6H12N2
Source: the OMol25 dataset
Level of theory: ωB97M-V/def2-TZVPD

Geometry (Å):
N 2.277 1.729 -0.391
N 0.617 0.920 -1.553
C 1.113 -1.511 -1.072
C 1.150 2.028 -1.119
C 1.408 -0.146 -0.989
C -2.801 -0.428 0.565
C 2.428 0.368 -0.182
C -1.928 -0.320 1.797
H -3.124 0.539 0.154
H 0.860 -1.950 -0.133
H 1.864 -2.258 -1.562
H -2.272 0.568 2.400
H 0.883 3.123 -1.252
H -2.286 -0.913 -0.378
H 3.375 -0.042 0.411
H -3.736 -1.024 0.948
H -0.858 -0.131 1.425
H 2.993 2.386 0.070
H 0.098 -1.703 -1.621
H -2.060 -1.234 2.482

Computed properties:
DFT total energy	-9395.130	eV
max |F|	6.35	eV/A
net charge	0
highest occupied orbital energy	-0.313	Ha
energy relative to the best compared isomer or geometry (same formula, charge and spin)	166.0	kJ/mol
gap between HOMO and LUMO	9.35	eV

For each atom in turn, the Löwdin charge in e is: number 1, N, carries -0.0282; number 2, N, carries 0.0902; number 3, C, carries -0.1150; number 4, C, carries -0.2250; number 5, C, carries -0.3952; number 6, C, carries -0.2208; number 7, C, carries -0.0683; number 8, C, carries -0.2148; number 9, H, carries 0.0492; number 10, H, carries 0.0542; number 11, H, carries 0.1106; number 12, H, carries 0.0672; number 13, H, carries 0.1341; number 14, H, carries 0.0839; number 15, H, carries 0.1595; number 16, H, carries 0.0880; number 17, H, carries 0.0682; number 18, H, carries 0.1743; number 19, H, carries 0.1077; number 20, H, carries 0.0802